# 1
DFT (the ωB97M-V functional and the def2-TZVPD basis) results for a 2-piece molecular cluster, C13H19N overall in a non-equilibrium geometry.

## Properties
strongest force on any atom = 1.419 eV/Å
2S+1 = 2
energy above the lowest of the compared OMol25 structures with the same formula, charge and spin = 5.6 kcal/mol
charge = -1
highest occupied orbital energy (spin up / spin down) = 0.62 / -2.84 eV
Kohn-Sham gap (spin up / spin down) = 2.89 / 6.30 eV

Structure (XYZ):
```
33
Properties=species:S:1:pos:R:3:lowdin_charge:R:1
C 0.31613 3.62182 1.22706 -0.301
C -0.68328 3.70615 0.05025 -0.121
C -0.10393 2.52768 2.23389 -0.126
H 0.48671 4.53869 1.78309 0.083
H 1.22238 3.25202 0.74008 0.094
H -0.44426 4.55318 -0.58500 0.060
H -0.61607 2.75356 -0.45153 0.067
H 0.65481 1.75571 2.35798 0.060
H -1.70036 3.71320 0.43983 0.060
H -1.07770 2.11243 1.96441 0.058
H -0.24512 2.85205 3.25693 0.048
C -2.42058 -0.96020 -0.10562 -0.215
C -3.30700 -0.97380 1.13615 -0.138
C -0.95162 -1.03065 0.21312 -0.237
C -0.37157 -1.21706 1.44314 -0.145
C 0.08272 -1.08474 -0.76046 -0.183
C 1.29412 -1.27632 -0.07231 -0.282
C 0.11696 -0.96211 -2.19336 -0.109
C 2.54398 -1.26663 -0.69738 -0.116
C 1.38164 -0.86619 -2.79486 -0.213
C 2.57683 -0.97510 -2.11159 -0.195
N 0.99414 -1.40654 1.26079 0.043
H -2.67228 -1.84125 -0.70987 0.106
H -2.62760 -0.05924 -0.68676 0.099
H -2.91673 -0.39236 1.96691 0.050
H -0.80583 -1.19032 2.43423 0.077
H 1.71717 -1.36281 1.95275 0.124
H -0.77039 -0.82090 -2.78871 0.051
H 3.46914 -1.22994 -0.12005 0.053
H 1.38472 -0.69690 -3.87135 0.069
H 3.52451 -0.70128 -2.56476 0.058
H -3.54517 -1.97991 1.49236 0.063
H -4.31582 -0.56172 0.95709 0.059
```

# 2
DFT (the ωB97M-V functional and the def2-TZVPD basis) results for C23H39GeIN2O2PdSi3 as an isolated structure.

## Properties
strongest force on any atom = 0.678 eV/Å
2S+1 = 2
energy above the lowest of the compared OMol25 structures with the same formula, charge and spin = 17.0 kcal/mol
charge = +3
highest occupied orbital energy (spin up / spin down) = -16.48 / -16.48 eV
Kohn-Sham gap (spin up / spin down) = 5.64 / 4.73 eV

Structure (XYZ):
```
72
Properties=species:S:1:pos:R:3:lowdin_charge:R:1
Pd 1.09055 1.03322 0.40085 0.531
O 5.10484 -1.33317 -5.84403 0.153
C 5.61542 -0.76441 -4.74331 -0.477
O 6.64956 -0.17284 -4.75581 0.180
C 4.76366 -0.78009 -3.49482 -0.097
C 3.37800 -0.64930 -3.52523 0.006
C 2.67304 -0.52886 -2.33948 -0.044
C 3.34352 -0.59343 -1.12487 -0.269
C 4.72779 -0.72537 -1.08639 0.015
C 5.43228 -0.80289 -2.27415 0.039
N 2.58717 -0.45106 0.07293 -0.005
C 2.91933 -1.05555 1.14298 -0.048
C 2.21732 -0.71638 2.38468 -0.231
C 2.57945 -1.26412 3.59900 0.047
C 1.97850 -0.79945 4.76522 0.025
C 1.04110 0.21100 4.67337 0.010
C 0.70465 0.70990 3.42095 -0.100
N 1.26217 0.24929 2.30122 -0.017
H 4.36558 -1.92387 -5.65510 0.119
H 2.85236 -0.59637 -4.47130 0.129
H 1.59984 -0.38093 -2.34219 0.057
H 5.26365 -0.71084 -0.14456 0.127
H 6.51305 -0.85397 -2.27306 0.145
H 3.73152 -1.78037 1.16745 0.159
H 3.34792 -2.02555 3.63223 0.144
H 2.25851 -1.21183 5.72564 0.143
H 0.56337 0.62390 5.55120 0.138
H -0.02722 1.49547 3.31687 0.085
C -3.21008 0.53788 -2.05923 -0.208
Si -1.42737 0.22450 -2.45961 0.589
C -0.65760 1.55685 -3.44962 -0.189
C -0.97968 -1.50566 -2.88694 -0.165
Ge -1.35947 0.55149 0.39435 0.848
Si -3.05289 2.11663 1.40482 0.369
C -4.60923 1.10229 1.36337 -0.189
C -3.17869 3.66133 0.38304 -0.189
C -2.49306 2.46931 3.13977 -0.199
Si -1.66724 -1.93971 0.97013 0.420
C -0.19804 -2.93193 0.43398 -0.172
C -1.79736 -1.79510 2.81886 -0.181
C -3.27121 -2.44243 0.19547 -0.177
H -3.71099 0.36037 -3.02605 0.087
H -3.43033 1.56960 -1.79274 0.029
H -3.67131 -0.15757 -1.35584 0.018
H -1.14979 1.49118 -4.43049 0.077
H 0.41179 1.42357 -3.61090 0.028
H -0.85172 2.55247 -3.05275 0.034
H -1.07489 -1.56049 -3.97944 0.075
H -1.66501 -2.23091 -2.45302 0.034
H 0.04321 -1.78975 -2.64598 0.025
H -4.95001 0.86923 0.35469 0.034
H -5.39151 1.71668 1.82312 0.066
H -4.54886 0.18594 1.95033 0.033
H -3.30969 3.48618 -0.68412 0.030
H -2.35282 4.35776 0.53184 0.039
H -4.08538 4.17132 0.72771 0.067
H -2.35582 1.57482 3.74816 0.033
H -3.29197 3.05523 3.60740 0.067
H -1.59679 3.09244 3.18129 0.034
H 0.73877 -2.49799 0.77267 0.005
H -0.15008 -3.05709 -0.64649 0.028
H -0.27626 -3.93040 0.87545 0.067
H -0.84882 -1.55464 3.29672 0.017
H -2.09990 -2.78564 3.17944 0.070
H -2.56052 -1.08901 3.14863 0.035
H -3.23008 -2.54151 -0.88853 0.030
H -4.11184 -1.80321 0.46204 0.036
H -3.48822 -3.43892 0.59881 0.071
I 1.69560 3.26292 -0.90186 1.128
C 0.43847 2.91731 0.72949 -0.747
H -0.57010 3.22729 0.48253 -0.082
H 0.80988 3.31523 1.66925 0.013
```

# 3
DFT (the ωB97M-V functional and the def2-TZVPD basis) results for C14H22O11Rb3 as an isolated structure in a non-equilibrium geometry.

## Properties
strongest force on any atom = 1.794 eV/Å
energy above the lowest of the compared OMol25 structures with the same formula, charge and spin = 0.0 kcal/mol
charge = +1
highest occupied orbital energy = -9.25 eV
Kohn-Sham gap = 5.81 eV

Structure (XYZ):
```
50
Properties=species:S:1:pos:R:3:lowdin_charge:R:1
Rb 1.20813 -0.62367 3.73548 0.890
Rb 3.19599 -2.43905 -1.46688 0.914
Rb 2.98443 3.58117 2.27913 0.933
O 2.14269 1.85629 0.07535 -0.396
C 1.10735 1.17461 0.56502 -0.533
C 0.94304 -0.30874 0.27373 -0.506
O 1.90469 -1.17372 0.78724 -0.539
H 0.11157 1.66273 0.41570 0.085
H 1.09143 1.21284 1.71882 0.010
H 0.92120 -0.38869 -0.84856 0.086
H -0.06995 -0.68188 0.56181 0.085
C -2.18586 -4.04248 1.44073 -0.011
C -1.24681 -4.90049 0.61853 -0.288
C -0.05119 -4.15898 -0.01816 -0.076
O 1.08760 -4.92595 0.40991 0.039
C 0.71324 -5.91102 1.25997 -0.568
O 1.45206 -6.69542 1.75329 0.176
O -0.60802 -5.84391 1.50308 0.092
H -2.59727 -3.23832 0.82982 0.092
H -1.61136 -3.58389 2.24494 0.078
H -2.97636 -4.64468 1.88002 0.095
H -1.75657 -5.44324 -0.17892 0.153
H 0.10697 -3.13105 0.31334 0.111
H -0.12424 -4.24446 -1.10161 0.130
C 1.88030 4.20815 -4.20724 -0.026
C 2.50544 3.71523 -2.92678 -0.317
C 2.63100 2.19538 -2.72296 -0.093
O 4.03686 1.94431 -2.80689 0.070
C 4.70684 3.10846 -2.85154 -0.572
O 5.88604 3.20901 -2.93034 0.161
O 3.85516 4.16162 -2.79784 0.085
H 0.86692 3.80074 -4.28406 0.087
H 2.43974 3.92813 -5.09915 0.094
H 1.72956 5.28796 -4.17714 0.084
H 1.89949 4.10504 -2.10532 0.144
H 2.01170 1.57397 -3.36963 0.132
H 2.31776 1.98521 -1.68988 0.069
C -2.73343 2.31759 0.80514 -0.021
C -3.24428 1.56841 1.99571 -0.289
C -4.36452 0.57534 1.70243 -0.070
O -4.09512 -0.49422 2.61438 0.077
C -2.77365 -0.49567 2.88446 -0.575
O -2.20574 -1.41197 3.39596 0.123
O -2.21176 0.67417 2.53711 0.062
H -2.21347 1.64023 0.12899 0.089
H -2.02301 3.08543 1.10736 0.087
H -3.57390 2.80430 0.30925 0.100
H -3.45831 2.22782 2.83906 0.159
H -4.25592 0.22524 0.67398 0.143
H -5.35651 0.95212 1.92316 0.144
```

# 4
DFT (the ωB97M-V functional and the def2-TZVPD basis) results for C8H12BF4K2O6 as an isolated structure in a non-equilibrium geometry.

## Properties
strongest force on any atom = 7.261 eV/Å
2S+1 = 2
charge = +2
highest occupied orbital energy (spin up / spin down) = -16.41 / -15.08 eV
Kohn-Sham gap (spin up / spin down) = 10.79 / 3.33 eV

Structure (XYZ):
```
33
Properties=species:S:1:pos:R:3:lowdin_charge:R:1
K -10.28364 -5.93812 1.46230 1.049
K -6.94165 -7.27603 5.27516 1.070
B -7.59718 -5.66469 2.76359 -1.619
F -6.48922 -5.47235 3.54713 0.085
F -7.95126 -4.44080 2.32306 0.163
F -7.46336 -6.55026 1.69062 0.110
F -8.56937 -6.07923 3.52594 0.123
C -4.46661 -2.52110 3.14191 0.021
C -3.53662 -2.54565 1.96002 -0.314
C -3.55149 -1.26701 1.15626 -0.031
O -2.18954 -1.00893 0.90233 0.202
C -1.44962 -1.84169 1.58919 -0.463
O -0.25250 -1.92003 1.54046 0.428
O -2.23851 -2.51766 2.38602 0.163
H -4.18431 -1.82469 3.93148 0.112
H -4.50439 -3.43662 3.73225 0.086
H -5.49283 -2.44858 2.78177 0.106
H -3.54880 -3.42935 1.32204 0.162
H -4.01296 -0.45000 1.71090 0.173
H -4.08106 -1.39027 0.21155 0.136
C -5.34581 -6.89989 -2.03850 -0.019
C -5.66568 -5.47534 -1.77836 -0.237
C -5.95872 -4.94762 -0.31156 -0.028
O -5.22216 -3.76622 -0.43652 0.096
C -4.37715 -3.80278 -1.37208 -0.619
O -3.55965 -2.86230 -1.61723 0.151
O -4.36320 -4.89860 -1.99322 0.152
H -4.49304 -7.01360 -2.70780 0.105
H -6.08321 -7.50467 -2.56630 0.093
H -5.06484 -7.49972 -1.17285 0.094
H -6.42030 -5.11316 -2.47655 0.168
H -5.41335 -5.58001 0.38898 0.145
H -7.04383 -4.92868 -0.21014 0.136
```